(1)
A structure of composition C28H22MnN6O4 in a non-equilibrium geometry, computed with the ωB97M-V functional and the def2-TZVPD basis.

Output
**Highest occupied orbital energy (spin up / spin down)**: -9.399 / -11.252 eV
**Frontier orbital gap (spin up / spin down)**: 0.1821 / 0.2326 hartree
**E_tot**: -77838.359 eV
**LUMO level (spin up / spin down)**: -4.443 / -4.923 eV

Geometry as ORCA input:
```
! RIJCOSX wB97M-V def2-TZVPD def2/J DEFGRID3
* xyz 1 5
Mn -0.137 -0.036 0.010
C 3.865 0.080 -1.129
C 2.377 0.125 -1.056
N 1.702 0.219 0.064
N 2.224 0.310 1.264
C 1.254 0.261 2.179
O 0.035 0.183 1.811
C 1.610 0.231 3.590
C 0.589 0.154 4.542
C 0.901 0.021 5.879
C 2.227 -0.036 6.280
C 3.245 0.056 5.340
C 2.945 0.194 3.999
C 1.515 0.031 -2.205
C 1.964 0.059 -3.533
C 1.051 -0.030 -4.560
C -0.303 -0.156 -4.250
C -0.685 -0.184 -2.923
N 0.184 -0.084 -1.917
H 4.278 0.110 -0.125
H 4.252 0.922 -1.701
H 4.188 -0.837 -1.620
H -0.439 0.190 4.211
H 0.109 -0.056 6.608
H 2.468 -0.163 7.324
H 4.275 0.002 5.657
H 3.726 0.260 3.259
H 3.018 0.150 -3.730
H 1.376 -0.004 -5.588
H -1.046 -0.244 -5.025
H -1.725 -0.309 -2.647
O -7.149 -4.269 0.054
C -5.835 -4.500 0.002
O -5.401 -5.619 -0.024
C -4.933 -3.309 -0.030
C -5.358 -1.992 0.123
C -4.460 -0.951 0.106
C -3.079 -1.177 -0.061
C -2.671 -2.508 -0.258
C -3.572 -3.547 -0.230
N -2.130 -0.165 -0.065
C -2.523 1.093 0.113
C -1.652 2.183 0.014
C -2.120 3.515 0.108
C -1.231 4.553 0.036
C 0.128 4.260 -0.133
C 0.521 2.944 -0.241
N -0.330 1.919 -0.181
H -7.371 -3.328 0.049
H -6.401 -1.738 0.268
H -4.864 0.042 0.226
H -1.626 -2.721 -0.428
H -3.246 -4.567 -0.364
H -3.560 1.333 0.307
H -3.175 3.685 0.240
H -1.563 5.575 0.118
H 0.865 5.043 -0.169
H 1.568 2.700 -0.374
O 1.391 -3.698 1.002
C 0.832 -2.766 0.598
N 0.248 -1.836 0.133
*
```

=====

(2)
A structure of composition C28H23BrIN6W, computed with the ωB97M-V functional and the def2-TZVPD basis.

Output
**Energy above the lowest of the compared OMol25 structures with the same formula, charge and spin**: 42.6 kcal/mol
**Highest occupied orbital energy (spin up / spin down)**: -16.975 / -16.975 eV
**Frontier orbital gap (spin up / spin down)**: 0.2135 / 0.2133 hartree
**E_tot**: -118292.279 eV
**LUMO level (spin up / spin down)**: -11.166 / -11.171 eV

Geometry as ORCA input:
```
! RIJCOSX wB97M-V def2-TZVPD def2/J DEFGRID3
* xyz 3 1
W -0.523 -0.791 -0.367
C -3.299 -1.009 4.508
C -2.254 -0.099 4.406
C -1.298 -0.245 3.412
C -1.408 -1.304 2.515
C -2.435 -2.231 2.619
C -3.383 -2.076 3.624
N -0.394 -1.381 1.480
C 0.876 -1.834 1.848
C 1.221 -2.694 2.895
C 2.519 -3.154 2.938
C 3.466 -2.768 1.976
C 3.151 -1.887 0.954
C 1.851 -1.415 0.931
N 1.298 -0.407 0.111
N 1.338 -0.398 -1.265
C 0.910 0.912 -1.685
C 1.510 1.714 -2.622
C 0.880 2.927 -2.883
C -0.310 3.262 -2.237
C -0.870 2.378 -1.339
N -0.248 1.219 -1.067
H -4.035 -0.899 5.294
H -2.176 0.722 5.106
H -0.477 0.458 3.326
H -2.485 -3.094 1.972
H -4.173 -2.808 3.728
H 0.484 -3.007 3.622
H 2.814 -3.837 3.723
H 4.477 -3.147 2.052
H 3.890 -1.545 0.243
H 2.432 1.418 -3.102
H 1.321 3.618 -3.590
H -0.799 4.206 -2.432
H -1.798 2.581 -0.821
C -5.731 0.736 1.439
C -4.831 0.290 0.327
C -5.303 0.060 -0.967
C -4.448 -0.345 -1.988
C -3.130 -0.525 -1.663
Br -1.799 -0.949 -2.946
N -2.640 -0.358 -0.416
C -3.482 0.072 0.555
H -6.601 1.262 1.052
H -5.207 1.392 2.132
H -6.087 -0.130 2.000
H -6.352 0.218 -1.191
H -4.800 -0.496 -2.999
H -3.042 0.232 1.530
I -2.962 -6.289 -0.150
C -1.403 -5.075 -0.765
C -0.301 -5.575 -1.460
C 0.703 -4.705 -1.854
C 0.601 -3.363 -1.552
N -0.449 -2.880 -0.852
C -1.433 -3.727 -0.478
H -0.235 -6.630 -1.696
H 1.563 -5.061 -2.405
H 1.354 -2.652 -1.861
H -2.274 -3.289 0.041
*
```

=====

(3)
A structure of composition C28H23BrN4O10SSr in a non-equilibrium geometry, computed with the ωB97M-V functional and the def2-TZVPD basis.

Output
**Energy above the lowest of the compared OMol25 structures with the same formula, charge and spin**: 12.3 kcal/mol
**Highest occupied orbital energy**: -2.976 eV
**Frontier orbital gap**: 0.2459 hartree
**E_tot**: -137567.436 eV
**LUMO level**: 3.715 eV

Geometry as ORCA input:
```
! RIJCOSX wB97M-V def2-TZVPD def2/J DEFGRID3
* xyz -2 1
Sr -0.370 0.022 0.028
O -0.417 6.532 0.155
C -0.479 5.158 0.177
C -1.631 4.482 -0.194
C -1.617 3.101 -0.129
N -0.529 2.445 0.279
C 0.601 3.097 0.584
C 0.663 4.477 0.568
C 1.856 2.233 0.892
O 2.837 2.841 1.323
O 1.712 0.998 0.627
C -2.837 2.249 -0.561
O -3.852 2.892 -0.861
O -2.633 0.999 -0.566
H -1.266 6.856 -0.164
H -2.535 4.977 -0.533
H 1.584 4.976 0.834
C -4.734 4.474 3.205
C -3.949 3.190 3.310
C -2.565 3.192 3.164
C -1.835 2.016 3.240
C -2.493 0.807 3.452
C -3.871 0.787 3.631
C -4.583 1.978 3.560
S -1.573 -0.697 3.407
O -0.244 -0.346 3.839
O -2.321 -1.668 4.181
N -1.521 -1.011 1.865
C -2.092 -2.106 1.202
C -2.967 -3.073 1.748
C -3.408 -4.098 0.946
C -3.007 -4.194 -0.388
C -2.168 -3.204 -0.850
N -1.724 -2.196 -0.101
H -4.305 5.125 2.440
H -4.738 5.032 4.147
H -5.772 4.280 2.929
H -2.048 4.124 2.953
H -0.758 2.032 3.115
H -4.376 -0.155 3.798
H -5.663 1.960 3.668
H -3.260 -2.999 2.783
H -4.079 -4.840 1.365
H -3.338 -4.989 -1.041
H -1.826 -3.201 -1.880
C 1.803 -4.827 0.820
C 1.423 -3.489 0.231
N 1.484 -3.407 -1.121
O 1.081 -2.568 0.955
H 1.166 -5.623 0.422
H 1.680 -4.775 1.898
H 2.841 -5.073 0.580
H 1.770 -4.217 -1.641
H 1.273 -2.547 -1.641
Br 5.018 -1.266 -5.736
C 3.426 -0.242 -5.481
C 2.978 0.572 -6.507
C 1.816 1.311 -6.299
C 1.134 1.236 -5.092
C 1.594 0.401 -4.082
C 2.749 -0.346 -4.279
C 0.857 0.285 -2.773
O 0.489 1.324 -2.212
O 0.662 -0.909 -2.356
H 3.525 0.628 -7.438
H 1.449 1.956 -7.089
H 0.248 1.834 -4.913
H 3.099 -1.005 -3.495
*
```

=====

(4)
A structure of composition C28H23Cl2N4O4PbS2, computed with the ωB97M-V functional and the def2-TZVPD basis.

Output
**Energy above the lowest of the compared OMol25 structures with the same formula, charge and spin**: 19.7 kcal/mol
**Highest occupied orbital energy**: -4.564 eV
**Frontier orbital gap**: 0.2521 hartree
**E_tot**: -95527.008 eV
**LUMO level**: 2.297 eV

Geometry as ORCA input:
```
! RIJCOSX wB97M-V def2-TZVPD def2/J DEFGRID3
* xyz -1 1
Pb -0.021 -1.006 -0.978
C -1.296 -4.343 0.228
C -1.499 -3.552 1.353
C -0.441 -3.293 2.219
C 0.809 -3.853 1.977
C 1.003 -4.657 0.859
C -0.044 -4.889 -0.024
H -2.111 -4.508 -0.467
H -2.470 -3.108 1.535
H -0.593 -2.654 3.082
H 1.634 -3.650 2.650
H 1.979 -5.087 0.664
H 0.123 -5.471 -0.922
N 1.338 -0.267 -3.065
N 1.400 -1.316 -3.986
C 1.227 -2.677 -3.570
O 1.669 -3.513 -4.361
O 0.618 -2.859 -2.463
H 0.886 0.543 -3.468
H 2.247 -0.005 -2.698
H 2.068 -1.225 -4.733
Cl -1.955 -0.638 -3.263
C -3.288 0.285 -2.609
C -3.957 1.093 -3.509
C -5.017 1.873 -3.084
C -5.383 1.838 -1.749
C -4.695 1.027 -0.861
Cl -5.216 1.075 0.801
C -3.616 0.195 -1.243
S -2.801 -0.848 -0.111
H -3.631 1.115 -4.542
H -5.548 2.506 -3.783
H -6.204 2.440 -1.382
O 0.932 3.647 -0.866
S 0.149 2.476 -0.542
O -0.736 1.973 -1.570
N 1.010 1.218 -0.103
C 2.122 1.322 0.719
C 2.551 2.454 1.398
C 3.744 2.457 2.147
C 4.549 1.358 2.227
C 4.151 0.174 1.565
C 4.936 -1.002 1.564
C 4.502 -2.118 0.913
C 3.246 -2.080 0.277
N 2.489 -1.012 0.262
C 2.927 0.134 0.855
C -0.836 2.942 0.864
C -1.100 4.293 1.065
C -1.883 4.678 2.144
C -2.391 3.716 3.010
C -2.119 2.372 2.800
C -1.337 1.977 1.724
H 1.974 3.365 1.320
H 4.034 3.369 2.659
H 5.483 1.380 2.776
H 5.891 -0.994 2.079
H 5.095 -3.023 0.882
H 2.843 -2.959 -0.219
H -0.678 5.019 0.382
H -2.098 5.726 2.307
H -3.003 4.017 3.852
H -2.527 1.623 3.467
H -1.132 0.930 1.544
*
```